Record 1
Here is a molecular structure, C33H57N3O5SiTi at a distorted geometry from the OMol25 dataset. Energies are from ωB97M-V/def2-TZVPD.

```
100
Properties=species:S:1:pos:R:3:forces:R:3
O 1.246 0.498 -2.966 -0.068 -0.354 -0.608
O 0.196 -1.406 -3.912 -0.394 -0.623 0.353
C 0.555 1.608 -3.653 0.403 -0.236 0.192
C 1.247 2.918 -3.351 -0.193 -0.022 -0.056
H -0.485 1.594 -3.283 0.515 -0.088 0.005
H 0.562 1.374 -4.730 -0.113 0.215 0.343
H 1.240 3.140 -2.278 0.023 -0.091 -0.187
H 0.686 3.697 -3.865 0.091 0.182 0.016
H 2.277 2.937 -3.723 -0.191 0.019 0.072
C 2.581 0.145 -3.542 -0.338 0.628 0.614
C 2.665 0.072 -5.054 -0.092 0.055 -0.109
H 2.844 -0.815 -3.071 -0.159 0.451 -0.084
H 3.232 0.937 -3.154 0.122 -0.428 -0.123
H 1.931 -0.605 -5.512 0.188 0.273 0.217
H 3.655 -0.317 -5.295 0.036 0.015 -0.012
H 2.594 1.062 -5.515 -0.030 -0.179 0.032
C 0.669 -2.745 -3.434 -0.595 0.631 -0.235
C -1.082 -1.240 -4.655 0.330 -0.151 0.478
C 1.624 -3.328 -4.445 0.022 -0.106 0.037
H -0.235 -3.352 -3.260 0.407 0.194 -0.024
H 1.170 -2.527 -2.479 -0.301 -0.140 -0.239
H 1.153 -3.462 -5.425 0.176 0.001 0.275
H 1.933 -4.304 -4.068 0.075 -0.017 -0.117
H 2.518 -2.702 -4.551 -0.232 -0.188 -0.004
C -0.929 -1.801 -6.047 -0.154 -0.016 -0.003
H -1.252 -0.153 -4.665 0.063 -0.456 0.090
H -1.869 -1.732 -4.059 0.259 0.217 -0.274
H -0.044 -1.398 -6.558 -0.267 -0.104 0.192
H -1.814 -1.507 -6.614 0.051 -0.123 -0.064
H -0.880 -2.894 -6.023 -0.024 0.196 -0.132
H 0.511 -0.563 -3.261 0.324 0.276 -0.387
N -0.508 1.859 2.011 0.659 -2.474 0.650
C -1.171 1.509 3.090 0.161 1.401 -1.378
C -1.580 0.186 3.418 -0.529 -0.495 0.229
C -1.133 -1.070 3.040 0.676 -0.143 0.044
C -1.734 2.654 3.875 -0.186 -0.379 0.690
H -2.447 3.200 3.242 0.235 0.019 0.163
H -0.951 3.327 4.235 -0.175 -0.014 -0.151
H -2.262 2.236 4.725 -0.142 0.279 0.228
C -1.809 -2.305 3.563 -0.383 0.207 0.500
H -1.130 -2.874 4.210 -0.110 0.031 -0.212
H -2.132 -2.939 2.725 0.191 0.121 0.216
H -2.690 -2.023 4.145 0.086 -0.170 0.004
N -0.073 -1.320 2.224 -0.499 1.418 -0.357
C 0.109 3.117 1.789 -1.020 1.489 0.093
C -0.597 3.911 0.869 0.474 -0.231 0.377
C -1.823 3.413 0.165 -0.363 0.051 -0.205
C -0.188 5.217 0.669 0.046 0.282 -0.317
H -0.758 5.810 -0.035 0.073 0.197 0.025
C 0.890 5.756 1.350 0.158 0.079 -0.153
H 1.190 6.773 1.175 -0.021 0.316 -0.112
C 1.586 4.997 2.276 -0.670 0.356 -0.788
H 2.413 5.416 2.846 -0.236 -0.109 -0.147
C 1.171 3.702 2.520 -0.047 0.078 0.362
C 1.894 3.035 3.613 -0.561 1.324 0.500
C 0.902 -2.308 2.478 0.166 -1.502 0.321
C 0.901 -3.501 1.722 0.169 0.498 0.302
C -0.140 -3.788 0.677 0.068 -0.101 -0.323
C 1.855 -4.469 2.010 0.384 -0.314 -0.022
H 1.852 -5.398 1.438 -0.024 0.163 0.119
C 2.816 -4.286 2.999 0.070 0.146 -0.153
H 3.560 -5.036 3.211 0.065 -0.274 -0.145
C 2.827 -3.122 3.745 -0.474 -0.197 -0.149
H 3.535 -2.941 4.552 -0.093 -0.217 -0.235
C 1.831 -2.178 3.538 -0.520 0.163 0.549
C 1.777 -1.044 4.502 -0.133 -0.287 -0.727
Ti 0.388 0.203 1.034 2.099 0.739 4.921
H -1.630 3.359 -0.910 -0.122 -0.060 -0.061
H -2.635 4.132 0.308 0.025 -0.094 -0.092
H -2.180 2.435 0.505 0.212 0.326 -0.075
H 1.247 2.435 4.239 0.055 -0.244 -0.844
H 2.371 3.664 4.372 -0.410 0.861 -0.298
H 2.775 2.606 3.178 -0.124 -0.510 -0.206
H 0.306 -4.385 -0.127 -0.104 0.002 0.080
H -0.553 -2.880 0.233 -0.041 -0.078 0.159
H -0.970 -4.380 1.088 0.128 0.191 -0.070
H 1.663 -0.111 3.840 -1.026 -2.483 0.417
H 2.760 -0.927 5.043 -1.506 -0.671 -0.303
H 0.895 -0.914 5.173 0.643 -0.496 -0.377
H -2.430 0.190 4.102 0.216 -0.187 -0.234
C -1.027 -0.036 -0.444 -0.941 -0.056 -0.379
Si -2.850 -0.441 -0.394 0.082 0.356 0.045
H -0.695 1.020 -0.564 -0.181 -0.279 -0.771
H -0.266 -0.811 -0.695 -0.276 0.155 -0.505
C -3.751 0.503 -1.749 -0.018 -0.202 0.053
C -3.778 0.068 1.175 0.070 -0.092 -0.003
C -3.148 -2.296 -0.555 0.126 0.119 -0.081
H -2.524 -2.729 -1.344 -0.096 -0.115 0.077
H -4.200 -2.474 -0.809 0.172 0.029 0.036
H -2.938 -2.816 0.389 -0.011 0.088 -0.246
H -3.410 1.545 -1.764 -0.098 -0.115 -0.059
H -4.829 0.487 -1.544 0.175 0.058 -0.219
H -3.561 0.048 -2.726 -0.081 0.155 -0.042
H -3.491 1.060 1.539 -0.072 -0.138 0.007
H -3.620 -0.653 1.985 -0.072 0.216 -0.164
H -4.853 0.096 0.952 0.165 -0.032 -0.012
O 3.764 0.595 3.259 -1.675 0.498 2.468
N 2.730 0.837 3.836 2.811 1.352 4.324
O 2.385 1.168 5.062 3.707 -0.411 -3.166
O 1.574 0.753 2.149 -1.259 -0.623 -4.439
```
Forces are in eV/Å.

The calculation puts the frontier orbital gap (alpha / beta) at 7.08 / 7.31 eV. For the LUMO energy (alpha / beta), the calculation gives -0.0981 / -0.0987 hartree. Its net charge is +1. As for the spin multiplicity: 2. The calculation puts the energy relative to the best compared isomer or geometry (same formula, charge and spin) at 425.6 kJ/mol.

***

Record 2
Here is 3 unconnected molecules or ions with the total composition C7H19NO2 at a distorted geometry from the OMol25 dataset. Energies are from ωB97M-V/def2-TZVPD.

```
29
Properties=species:S:1:pos:R:3:forces:R:3
C 0.205 0.625 -2.359 -1.406 2.519 -2.451
C 0.414 0.710 -0.904 -0.732 0.849 0.666
C 1.259 -0.370 -0.250 2.217 -0.599 -2.320
C 0.523 -1.663 -0.046 1.353 -2.848 -2.725
C -0.358 -1.432 2.329 -1.843 -0.154 1.084
C -0.548 -1.653 0.991 -0.867 1.268 0.260
C -1.984 -1.785 0.412 0.631 -1.583 3.726
N 0.826 2.010 -0.497 -3.386 1.320 -0.674
H -0.143 1.632 -2.845 0.374 -1.559 1.219
H 1.034 0.393 -2.984 1.279 -0.398 0.093
H -0.546 -0.067 -2.657 -0.713 -0.742 0.080
H -0.700 0.508 -0.457 1.532 0.418 0.037
H 2.196 -0.442 -0.959 -1.755 -0.400 0.929
H 1.770 0.005 0.588 -0.202 0.115 1.357
H 1.247 -2.532 0.067 -0.320 1.224 0.788
H 0.205 -2.087 -1.119 -0.252 1.374 2.190
H -1.184 -1.413 3.131 0.364 -0.123 -2.079
H 0.477 -1.309 3.006 1.197 -0.085 -1.174
H -2.551 -0.867 0.351 -0.194 0.146 0.363
H -2.399 -2.556 1.149 -0.431 1.411 -1.071
H -2.012 -2.262 -0.509 0.246 -0.731 -1.819
H 0.235 2.867 -0.816 1.700 -1.749 -0.421
H 0.835 2.141 0.485 0.801 -0.161 1.451
H -3.132 1.459 0.572 0.300 1.079 -0.527
H -1.832 1.848 -0.156 -1.232 0.555 0.279
O -2.718 2.213 0.079 0.773 -1.556 0.321
H 3.042 1.692 0.449 -0.247 0.753 -1.420
H 2.541 1.018 1.688 -1.914 -0.650 1.500
O 3.297 1.318 1.264 2.725 0.310 0.340
```
Forces are in eV/Å.

The calculation puts the frontier orbital gap (alpha / beta) at 10.51 / 4.05 eV. For the LUMO energy (alpha / beta), the calculation gives -0.1204 / -0.3355 hartree. Its net charge is +1. As for the spin multiplicity: 2. The calculation puts the energy relative to the best compared isomer or geometry (same formula, charge and spin) at 242.5 kJ/mol.

***

Record 3
Here is C2H6ClN in the gas phase at a distorted geometry from the OMol25 dataset. Energies are from ωB97M-V/def2-TZVPD.

```
10
Properties=species:S:1:pos:R:3:forces:R:3
C 0.981 0.361 0.491 -0.389 1.662 -0.733
C -0.366 0.875 -0.296 4.939 0.282 -2.960
H 2.825 -0.369 0.249 -1.391 -1.374 -1.372
H 1.527 -1.324 -0.541 0.244 -1.876 0.135
H 1.486 1.286 0.541 1.074 1.116 0.826
H 0.727 0.017 1.566 0.202 0.262 -1.889
H -0.612 1.990 -0.370 -0.170 -1.722 1.177
H -0.214 0.569 -1.387 0.754 1.363 1.111
N 1.942 -0.464 -0.327 -0.142 3.283 2.105
Cl -1.354 -0.373 0.062 -5.121 -2.996 1.600
```
Forces are in eV/Å.

The calculation puts the frontier orbital gap at 10.63 eV. For the LUMO energy, the calculation gives 0.0402 hartree. The calculation puts the energy relative to the best compared isomer or geometry (same formula, charge and spin) at 212.0 kJ/mol.